Entry 1:
The following is a quantum chemistry calculation of an isolated molecule of C4H7N3 at a distorted geometry, from the OMol25 dataset.

Structure (XYZ):
```
14
Properties=species:S:1:pos:R:3:forces:R:3:mulliken_charge:R:1
N 1.64949 -0.28654 -0.67236 -0.5939 1.2484 -0.3559 -0.56
N -1.52503 -0.36912 -0.98129 1.5218 -2.9614 -4.7018 -0.70
N 0.92609 -1.17018 0.11334 0.3210 0.1585 1.6067 -0.12
C 0.14044 1.04686 0.52457 -0.2799 0.3050 0.3309 -0.24
C -1.12206 0.18660 0.20179 0.5517 1.0643 2.0773 -0.36
C 1.19684 0.93646 -0.52116 1.0084 -1.0812 -1.5496 -0.28
C 0.01451 -0.40002 0.98179 0.1585 -1.2420 0.5987 -0.04
H 0.04035 1.89336 1.26657 0.1345 -0.9240 -1.3184 0.35
H -1.12478 -1.41130 -1.05653 -1.0017 2.9979 0.1109 0.33
H 1.53236 -1.83472 0.64309 -0.5736 0.9008 -0.8753 0.28
H 1.53442 1.64861 -1.36735 -0.5447 -0.8147 2.1058 0.34
H -0.10697 -0.85573 2.00525 0.1098 1.0204 -1.0706 0.32
H -1.18037 0.09937 -1.89569 -0.6675 -0.8645 2.2093 0.29
H -1.97529 0.51635 0.75797 -0.1444 0.1925 0.8322 0.37
```
Positions in Å, forces in eV/Å.

Maximum force   5.76 eV Å⁻¹
LUMO   0.98 eV
Highest occupied orbital energy   -8.65 eV
Total energy   -320.7834 Eh


Entry 2:
The following is a quantum chemistry calculation of an isolated molecule of C4H7N3 at a distorted geometry, from the OMol25 dataset.

Structure (XYZ):
```
14
Properties=species:S:1:pos:R:3:forces:R:3:mulliken_charge:R:1
N -1.21259 1.82065 0.11741 -2.1380 -0.3221 -0.2279 -0.63
N -0.81804 0.45154 0.24803 2.3618 -2.1708 -0.1852 0.08
N 0.04370 -0.96245 -1.39864 -1.7352 -1.1554 0.1180 -0.53
C -0.94402 -0.31292 -0.90783 -1.9919 -0.1056 -3.0640 -0.29
C 1.10870 -1.09858 0.99141 -3.5939 -1.5865 0.4517 -0.60
C 0.69401 0.18967 0.55087 -1.0583 5.0157 -1.0503 -0.13
C 1.08039 -0.94513 -0.52332 2.2863 1.6423 1.7330 -0.16
H 0.25279 -1.59661 1.49787 0.9470 -0.3182 -0.2442 0.20
H 2.07029 -1.12522 -0.91115 0.1113 0.4432 -0.3580 0.38
H -2.03827 1.98671 0.86803 2.2361 -0.4557 -2.8313 0.27
H 1.01693 1.27531 0.71155 0.6668 -1.9376 0.0398 0.44
H 2.07608 -1.24434 1.35953 1.1371 -0.1378 0.6907 0.32
H -1.80823 -0.30682 -1.66837 0.6054 0.5131 1.9990 0.35
H -1.52172 1.86819 -0.93539 0.1655 0.5755 2.9286 0.28
```
Positions in Å, forces in eV/Å.

Maximum force   5.23 eV Å⁻¹
LUMO   0.98 eV
Highest occupied orbital energy   -8.61 eV
Total energy   -320.7381 Eh


Entry 3:
The following is a quantum chemistry calculation of an isolated molecule of C4H7N3, from the OMol25 dataset.

Structure (XYZ):
```
14
Properties=species:S:1:pos:R:3:forces:R:3:mulliken_charge:R:1
N -0.69495 1.57910 -0.68414 0.4790 -0.2186 -0.0117 -0.62
N -2.58355 -0.58305 -0.86828 0.0327 -0.0893 0.3865 -0.56
N 1.38694 0.23120 -0.81539 -0.1699 0.1662 -0.0461 -0.23
C 2.22305 -0.35836 0.22104 0.0936 -0.1204 0.1110 -0.77
C 0.17394 0.70074 -0.45029 -0.1792 0.4030 -0.1098 0.17
C -0.94551 0.59199 0.45436 -0.1318 -0.0695 0.2689 -0.01
C -2.07576 -0.36334 0.27352 -0.0124 0.0153 -0.1799 -0.13
H 3.12460 -0.76910 -0.23702 -0.1340 0.0281 0.0473 0.31
H -2.45397 -0.80872 1.20509 0.0068 0.0215 -0.1368 0.36
H -3.37811 -1.21753 -0.78287 0.1059 0.0044 -0.0493 0.25
H 1.67679 -1.17361 0.70000 0.0750 0.0826 -0.0534 0.29
H -0.83274 0.97504 1.47267 -0.0871 -0.0300 -0.1625 0.37
H 2.51521 0.36777 0.99093 -0.0103 -0.1127 -0.1165 0.30
H 1.86406 0.82786 -1.47963 -0.0683 -0.0803 0.0523 0.29
```
Positions in Å, forces in eV/Å.

Maximum force   0.53 eV Å⁻¹
LUMO   0.84 eV
Highest occupied orbital energy   -9.28 eV
Total energy   -320.8017 Eh


Entry 4:
The following is a quantum chemistry calculation of an isolated molecule of C4H7N3, from the OMol25 dataset.

Structure (XYZ):
```
14
Properties=species:S:1:pos:R:3:forces:R:3:mulliken_charge:R:1
N 1.04505 1.16315 1.01858 -0.4214 -0.1792 -0.1425 -0.24
N 2.09251 0.32657 1.06697 0.0443 -0.3594 -0.0562 -0.42
N 0.01202 0.58805 0.53758 0.3543 0.0908 0.1392 0.63
C -1.27098 1.25957 0.49707 -0.0796 0.0769 -0.0245 -0.82
C 0.22944 -1.07015 -1.30285 -0.0311 -0.0305 -0.1417 -1.18
C 0.32772 -0.79989 0.20181 0.0681 -0.0432 0.0428 0.15
C 1.76694 -0.91885 0.62695 -0.1572 0.4029 0.0851 -0.35
H -1.66650 1.26287 -0.52272 0.0763 -0.0260 0.1370 0.29
H -0.33491 -1.46210 0.77271 0.1263 0.0671 -0.0483 0.26
H 0.99589 -0.50115 -1.83722 -0.1291 -0.0403 0.0726 0.33
H -1.12677 2.28338 0.84334 -0.0220 -0.1374 -0.0645 0.34
H -1.97660 0.74479 1.15704 0.1025 0.0699 -0.1168 0.30
H -0.75575 -0.81323 -1.70519 0.1109 -0.0516 0.1008 0.36
H 0.42219 -2.13053 -1.47596 -0.0423 0.1599 0.0172 0.34
```
Positions in Å, forces in eV/Å.

Maximum force   0.48 eV Å⁻¹
LUMO   -0.45 eV
Highest occupied orbital energy   -8.26 eV
Total energy   -320.7297 Eh


Entry 5:
The following is a quantum chemistry calculation of an isolated molecule of C4H7N3, from the OMol25 dataset.

Structure (XYZ):
```
14
Properties=species:S:1:pos:R:3:forces:R:3:mulliken_charge:R:1
N 1.96661 -0.78683 1.39916 -0.1930 0.2318 0.0753 -0.58
N -2.17915 1.09449 -0.72282 0.0359 -0.1618 0.2845 -0.58
N 0.98594 -0.62304 -0.77245 0.0223 -0.1043 0.1010 0.00
C -0.14563 -0.16161 -1.42180 -0.1361 0.1308 -0.0373 -1.00
C -0.30276 0.27355 0.79380 0.1189 0.0668 -0.0443 -0.69
C 0.90026 -0.36543 0.56316 -0.1383 0.0516 -0.2669 0.07
C -0.96799 0.39933 -0.47340 0.2797 -0.0030 -0.0199 0.92
H 1.64704 -0.94084 2.34912 0.0393 0.0105 -0.1665 0.26
H 1.72501 -1.16847 -1.18650 -0.1540 0.0783 0.0994 0.21
H -0.24480 -0.21728 -2.50022 0.0102 -0.0098 0.3085 0.36
H 2.70897 -0.09328 1.42555 -0.0926 -0.1139 0.0197 0.24
H -2.80602 0.59785 -1.34727 0.1540 0.0867 0.1894 0.24
H -2.66137 1.31872 0.14204 0.0518 -0.1088 -0.2832 0.24
H -0.62610 0.67284 1.75162 0.0019 -0.1550 -0.2598 0.30
```
Positions in Å, forces in eV/Å.

Maximum force   0.33 eV Å⁻¹
LUMO   1.08 eV
Highest occupied orbital energy   -7.30 eV
Total energy   -320.8816 Eh


Entry 6:
The following is a quantum chemistry calculation of an isolated molecule of C4H7N3, from the OMol25 dataset.

Structure (XYZ):
```
14
Properties=species:S:1:pos:R:3:forces:R:3:mulliken_charge:R:1
N 1.21303 0.47014 1.89914 0.0142 0.1311 0.1666 0.30
N 1.18538 -0.59225 1.06394 -0.1497 0.1153 -0.1770 -0.88
N 0.20620 -1.01245 -1.04478 0.1196 -0.0659 0.1442 -0.25
C 0.48374 1.51196 1.45198 0.0650 -0.0800 -0.0038 -0.70
C 0.43099 -0.18979 0.05108 -0.0238 -0.0304 0.0291 0.55
C -0.04171 1.13483 0.23857 -0.0022 0.0330 0.0353 -0.30
C -1.10998 -0.99564 -1.66117 -0.2217 0.0466 -0.1111 -0.74
H -1.69079 -1.89419 -1.41718 0.0733 0.1108 -0.0303 0.26
H -1.04095 -0.91126 -2.75106 0.0093 -0.0516 0.1413 0.23
H -0.65025 1.72578 -0.42999 0.0917 -0.0656 0.1454 0.35
H 1.72762 0.39704 2.76041 -0.0868 0.0317 -0.1379 0.21
H 0.57273 -1.93978 -0.87802 -0.0247 0.1147 -0.0434 0.28
H 0.39284 2.43028 2.01566 0.0431 -0.1358 -0.0886 0.42
H -1.67884 -0.13467 -1.29858 0.0928 -0.1539 -0.0698 0.28
```
Positions in Å, forces in eV/Å.

Maximum force   0.26 eV Å⁻¹
LUMO   1.12 eV
Highest occupied orbital energy   -7.97 eV
Total energy   -320.8651 Eh


Entry 7:
The following is a quantum chemistry calculation of an isolated molecule of C4H7N3, from the OMol25 dataset.

Structure (XYZ):
```
14
Properties=species:S:1:pos:R:3:forces:R:3:mulliken_charge:R:1
N -1.56731 1.58202 -1.11357 -0.5389 -0.2759 0.1497 -0.69
N -2.19327 0.64058 -0.67598 0.2164 0.4419 -0.2339 0.27
N 1.12220 -0.34553 -0.58158 -0.2060 0.0095 -0.0130 -0.25
C -1.53959 -0.53785 -0.01931 0.0807 -0.1008 -0.1970 -0.52
C 2.28818 0.06820 0.19209 0.1123 -0.0297 0.0899 -0.86
C -0.73160 -0.38148 1.19897 0.1983 0.0353 0.0265 -0.38
C -0.06963 -0.37665 0.07258 -0.0024 -0.2271 0.3535 0.21
H 3.19074 -0.08006 -0.40791 -0.1803 0.0249 0.0708 0.32
H -0.77847 -0.42896 2.26986 0.0352 0.1887 -0.0010 0.39
H -3.22603 0.53242 -0.80181 0.1371 0.1298 0.0931 0.28
H 2.37390 -0.55977 1.08338 -0.0523 0.0778 -0.1295 0.28
H -2.15016 -1.43275 -0.20516 0.4123 0.0222 -0.2715 0.36
H 1.07516 0.07462 -1.50060 -0.1475 -0.1160 0.1282 0.29
H 2.24172 1.12004 0.50945 -0.0649 -0.1804 -0.0660 0.31
```
Positions in Å, forces in eV/Å.

Maximum force   0.62 eV Å⁻¹
LUMO   1.11 eV
Highest occupied orbital energy   -7.67 eV
Total energy   -320.7127 Eh


Entry 8:
The following is a quantum chemistry calculation of an isolated molecule of C4H7N3, from the OMol25 dataset.

Structure (XYZ):
```
14
Properties=species:S:1:pos:R:3:forces:R:3:mulliken_charge:R:1
N 0.37818 0.22557 0.33123 -0.2943 -0.4133 -0.6899 0.56
N 1.36160 -0.40063 1.01068 -0.4065 -0.2267 -0.5718 -0.89
N 2.29009 -0.49400 0.10211 0.0105 0.0447 0.0278 0.24
C -2.08455 0.68713 0.30056 -0.0035 0.0820 0.1044 -1.12
C 0.64840 0.56771 -0.97783 0.5197 -0.1751 -0.3018 -0.53
C -0.98911 -0.35137 0.38465 -0.2411 -0.1147 0.4460 -0.23
C 1.91143 0.02667 -1.10324 0.2974 0.2637 -0.1653 -0.33
H -1.03727 -0.98157 1.26812 -0.1570 0.1208 0.2390 0.44
H -1.95412 1.43454 1.08518 -0.1497 -0.0192 -0.0227 0.33
H -1.04623 -1.00051 -0.50065 -0.0452 0.0337 0.4537 0.26
H 3.17348 -0.92132 0.34554 -0.1286 0.0861 0.1209 0.23
H -2.07301 1.19017 -0.67099 0.1011 -0.1099 0.2044 0.31
H 2.47171 -0.16965 -2.00036 0.3965 0.2912 0.1266 0.40
H -3.05058 0.18725 0.42500 0.1007 0.1366 0.0286 0.34
```
Positions in Å, forces in eV/Å.

Maximum force   0.86 eV Å⁻¹
LUMO   0.72 eV
Highest occupied orbital energy   -8.31 eV
Total energy   -320.7560 Eh


Entry 9:
The following is a quantum chemistry calculation of an isolated molecule of C4H7N3, from the OMol25 dataset.

Structure (XYZ):
```
14
Properties=species:S:1:pos:R:3:forces:R:3:mulliken_charge:R:1
N -1.12170 0.77078 -1.01928 0.1757 -0.1789 0.0774 -0.89
N -2.26015 0.22613 -0.54205 -0.1947 -0.0407 0.0843 0.30
N 1.15724 0.38733 -0.67822 -0.1385 -0.0737 -0.0898 -0.19
C -0.15788 0.16647 -0.33512 0.0245 -0.0035 -0.0876 0.41
C 2.25720 0.24947 0.23768 0.1917 -0.0511 0.1783 -0.89
C -0.68261 -0.73538 0.62958 0.0114 -0.0194 -0.0335 -0.13
C -2.04531 -0.66803 0.44247 0.0102 0.0715 -0.0601 -0.75
H 2.07699 0.74228 1.20549 -0.0165 -0.0661 -0.1730 0.29
H -0.14550 -1.35931 1.32956 -0.0781 0.0788 -0.1536 0.37
H -2.85900 -1.21561 0.89732 0.1185 0.1571 0.0349 0.41
H -3.13697 0.56642 -0.89666 0.0732 -0.1189 0.0650 0.21
H 1.27624 0.96297 -1.48978 0.0330 0.1886 0.0536 0.27
H 2.50031 -0.80531 0.43191 -0.0615 0.1728 -0.0097 0.25
H 3.14115 0.71179 -0.21290 -0.1487 -0.1165 0.1139 0.34
```
Positions in Å, forces in eV/Å.

Maximum force   0.27 eV Å⁻¹
LUMO   1.13 eV
Highest occupied orbital energy   -7.77 eV
Total energy   -320.8648 Eh


Entry 10:
The following is a quantum chemistry calculation of an isolated molecule of C4H7N3 at a distorted geometry, from the OMol25 dataset.

Structure (XYZ):
```
14
Properties=species:S:1:pos:R:3:forces:R:3:mulliken_charge:R:1
N -0.38960 1.18806 -0.14626 1.6065 4.9329 -0.0853 -0.61
N -2.47525 -0.60548 0.07842 -0.7050 -1.0169 0.4403 -0.14
N -3.40389 0.35744 0.00881 -0.5749 1.6464 -0.2868 -0.45
C -1.27892 -0.65829 -0.02452 1.9674 -3.4673 0.0077 -0.11
C 2.48870 0.22993 0.05977 -0.0047 -0.1202 -0.0229 -1.17
C 0.02703 0.04089 -0.13986 -3.0572 -2.3666 -0.0250 0.72
C 1.31054 -0.69967 -0.20729 0.8149 0.3459 0.0260 -0.31
H -4.24844 0.12229 0.51516 0.3434 0.0247 -0.1001 0.26
H 3.42761 -0.31486 -0.02001 0.0332 0.0383 -0.0041 0.36
H 2.41628 0.65581 1.05927 0.0430 0.0329 0.0136 0.33
H 1.39021 -1.14104 -1.20625 -0.1247 -0.0348 0.1158 0.26
H 1.28842 -1.51965 0.51404 -0.1688 0.0615 -0.1136 0.30
H -3.04388 1.29784 0.16685 -0.2523 -0.1610 0.0586 0.24
H 2.49120 1.04672 -0.65813 0.0793 0.0842 -0.0241 0.31
```
Positions in Å, forces in eV/Å.

Maximum force   5.19 eV Å⁻¹
LUMO (spin up / spin down)   0.98 / -1.15 eV
Highest occupied orbital energy (spin up / spin down)   -6.15 / -8.99 eV
Total energy   -320.6621 Eh
2S+1   3


Entry 11:
The following is a quantum chemistry calculation of a structure of composition C4H7N3O at a distorted geometry, from the OMol25 dataset.

Structure (XYZ):
```
15
Properties=species:S:1:pos:R:3:forces:R:3:mulliken_charge:R:1
O 2.05961 -0.39194 -1.42551 -1.1205 -0.3079 0.3929 -0.59
N 1.83860 -1.60219 0.50461 -0.1965 -0.1560 -0.1942 -0.53
N -0.30525 -1.01107 -0.45212 -0.2870 1.1682 -0.2937 -0.26
N 0.37564 2.14526 0.26083 0.1914 -0.4206 0.5568 -0.64
C 1.41733 -0.67406 -0.43662 1.0257 0.9152 0.8759 0.57
C 0.43579 0.88079 0.37721 0.5274 -0.4430 -1.4438 -0.16
C -2.15347 0.60836 -0.03299 -0.1619 -0.2759 0.3668 -1.08
C -0.76438 0.09979 0.00509 -0.4555 -0.3852 -0.6490 0.80
H -2.17039 1.54964 -0.58600 0.1442 -0.0485 0.0056 0.31
H -2.85544 -0.10477 -0.46461 0.0182 0.0570 0.0213 0.34
H -0.85958 -1.67336 -0.98546 -0.0632 0.0276 0.0358 0.19
H 1.28584 -1.55254 1.35129 0.6932 -0.1811 0.0570 0.24
H -2.45608 0.85166 0.98792 -0.0862 0.0131 -0.0424 0.29
H 2.84448 -1.68483 0.54355 -0.1615 0.0648 0.3845 0.25
H 1.30729 2.55924 0.35283 -0.0678 -0.0277 -0.0734 0.26
```
Positions in Å, forces in eV/Å.

Maximum force   1.63 eV Å⁻¹
LUMO   0.06 eV
Highest occupied orbital energy   -7.80 eV
Total energy   -396.0237 Eh


Entry 12:
The following is a quantum chemistry calculation of a structure of composition C4H7N3O at a distorted geometry, from the OMol25 dataset.

Structure (XYZ):
```
15
Properties=species:S:1:pos:R:3:forces:R:3:mulliken_charge:R:1
O 1.72189 1.52609 0.15873 0.5324 0.8417 -0.3663 -0.50
N -1.47613 -0.75650 0.02775 -11.9190 -7.6032 0.8420 -0.31
N 0.80704 -0.57371 -0.15591 1.6407 -2.1476 -4.1632 -0.28
N -3.28339 0.54909 -0.52206 -3.3630 -0.6780 6.2368 -0.49
C -2.89573 -0.31664 0.39761 4.0254 0.2878 -1.1805 0.17
C 1.85575 0.37460 -0.10074 1.0265 -3.5088 2.0162 0.63
C -0.54465 -0.10703 0.00116 9.7887 9.1533 1.8856 -0.13
C 3.20391 -0.56133 0.01954 1.6858 -1.8897 1.1946 -0.92
H -0.45397 1.08480 0.44072 -0.3079 -2.9575 -1.4266 0.15
H -4.17221 0.98395 0.07885 1.9280 -1.1057 -2.6029 0.25
H 1.26835 -1.52608 -1.02079 -2.6507 3.6272 3.6142 0.38
H 2.83515 -1.86726 0.44072 1.2437 4.4931 -1.1075 0.22
H 4.29133 -0.09947 0.93798 -3.7475 -1.3334 -3.2085 0.27
H 3.61190 -0.77112 -1.05815 -0.3073 0.6401 2.1345 0.28
H -3.20399 -0.88326 1.55702 0.4242 2.1808 -3.8683 0.27
```
Positions in Å, forces in eV/Å.

Maximum force   14.16 eV Å⁻¹
LUMO   0.26 eV
Highest occupied orbital energy   -9.14 eV
Total energy   -395.8329 Eh